DFT (the ωB97M-V functional and the def2-TZVPD basis) results for a structure of composition C2H5OPS at a distorted geometry.

Output
E_HOMO (eV): -8.799
Orbital gap (eV): 9.14
Energy relative to the best compared isomer or geometry (same formula, charge and spin) (eV): 1.448
Spin multiplicity: 1
F_max (Eh/bohr): 0.04248

Each line ends with the Mulliken charge.
Atoms and positions in Å:
C -0.2729 1.3219 -0.6774  -0.62
C -0.3045 -0.5075 0.9643  -0.14
O 0.2388 -1.7452 0.8699  -0.47
P 1.0665 0.6186 0.3689  -0.15
S -1.5053 -0.1356 -0.3803  -0.14
H -0.6657 2.2811 -0.3455  0.31
H -0.0082 1.6130 -1.7207  0.35
H -0.7720 -0.4009 1.9644  0.48
H -0.4328 -2.3026 1.2287  0.31
H 1.2770 -0.5301 -0.4509  0.06